(1)
133
Properties=species:S:1:pos:R:3:mulliken_charge:R:1 method="wB97M-V/def2-TZVPD" charge=0 molar_mass_g_mol=907.9 gap_ha=0.3367 lumo_ev=0.636 multiplicity=1
C -0.16 1.09 4.84 -0.9511
B 0.35 0.10 3.75 0.9352
O 1.49 -0.61 3.96 -0.5207
O -0.22 -0.10 2.47 -0.5794
S -1.72 0.34 2.02 0.8506
O -1.77 1.78 2.03 -0.7073
O -2.44 -0.18 3.39 -0.3752
C -3.81 -0.59 3.10 0.7188
C -4.51 -0.85 4.42 -0.8193
O -5.90 -0.62 4.29 -0.2991
C -6.26 0.74 4.35 -0.2288
C -7.73 0.84 4.66 0.8105
F -8.46 -0.16 4.14 -0.2623
F -8.23 1.99 4.16 -0.2782
F -7.99 0.86 5.98 -0.2971
H -0.31 2.08 4.39 0.3075
H 0.60 1.17 5.62 0.2742
H -1.11 0.81 5.29 0.2624
H 1.97 -0.72 3.13 0.2635
H -4.33 0.20 2.57 0.0025
H -3.79 -1.47 2.47 0.0021
H -4.08 -0.22 5.20 0.3954
H -4.41 -1.89 4.72 0.2965
H -5.73 1.25 5.16 0.2360
H -6.07 1.24 3.40 0.1194
C -5.39 -3.05 0.49 0.1597
O -5.10 -3.00 1.67 -0.7070
N -4.64 -3.65 -0.45 0.3272
C -5.02 -3.68 -1.85 -0.9136
C -3.38 -4.25 -0.04 -0.9720
H -6.30 -2.57 0.08 0.2988
H -5.11 -4.70 -2.21 0.3425
H -4.28 -3.16 -2.46 0.2453
H -5.98 -3.17 -1.98 0.2960
H -3.55 -5.03 0.70 0.3577
H -2.72 -3.49 0.39 0.1214
H -2.90 -4.68 -0.92 0.4004
C 4.56 1.09 2.50 0.2080
O 3.37 0.78 2.46 -0.6218
N 5.57 0.22 2.60 0.2207
C 6.95 0.64 2.67 -0.8167
C 5.26 -1.20 2.65 -0.9494
H 4.88 2.14 2.48 0.1150
H 7.52 0.24 1.83 0.3255
H 7.40 0.29 3.59 0.2637
H 7.00 1.73 2.63 0.3121
H 4.74 -1.51 1.75 0.3135
H 4.62 -1.43 3.51 0.2592
H 6.19 -1.75 2.75 0.3500
C -1.31 -1.83 -1.73 0.1263
O -1.96 -1.55 -0.74 -0.4588
N -0.35 -1.05 -2.25 0.2613
C 0.38 -1.43 -3.44 -0.7906
C -0.04 0.22 -1.60 -0.2771
H -1.47 -2.76 -2.30 0.0717
H 1.45 -1.51 -3.22 0.2649
H 0.24 -0.69 -4.23 0.3075
H 0.03 -2.40 -3.79 0.2686
H 0.30 0.05 -0.58 0.1594
H -0.93 0.85 -1.57 0.2862
H 0.73 0.72 -2.17 -0.2117
C -6.93 -5.94 -4.01 0.2352
O -6.21 -5.09 -4.51 -0.6376
N -7.56 -6.90 -4.70 0.0958
C -8.40 -7.89 -4.06 -0.8985
C -7.39 -6.94 -6.15 -0.9432
H -7.12 -5.99 -2.93 0.2177
H -8.02 -8.90 -4.23 0.3335
H -9.42 -7.84 -4.43 0.3286
H -8.41 -7.71 -2.99 0.3130
H -6.33 -7.07 -6.40 0.2936
H -7.73 -6.02 -6.60 0.2920
H -7.96 -7.78 -6.55 0.3811
C 2.93 1.63 -3.59 0.6306
O 1.82 1.74 -4.10 -0.6882
N 3.87 0.77 -4.02 0.3313
C 5.16 0.64 -3.37 -0.9245
C 3.56 -0.07 -5.16 -0.9457
H 3.27 2.23 -2.74 -0.1505
H 5.95 0.90 -4.07 0.3893
H 5.31 -0.37 -2.99 0.3535
H 5.20 1.34 -2.53 0.2424
H 3.36 0.54 -6.05 0.2933
H 2.66 -0.66 -4.97 0.1174
H 4.38 -0.74 -5.37 0.4352
C 8.50 -1.92 5.88 0.1128
O 8.10 -1.50 4.81 -0.5600
N 9.32 -1.24 6.70 0.1043
C 9.76 -1.77 7.97 -0.9072
C 9.77 0.08 6.28 -0.8929
H 8.20 -2.90 6.28 0.2433
H 9.45 -1.13 8.79 0.3352
H 10.85 -1.87 8.00 0.3353
H 9.33 -2.76 8.12 0.2887
H 8.93 0.75 6.13 0.2617
H 10.32 0.01 5.34 0.2848
H 10.43 0.48 7.05 0.3700
C 7.40 3.48 -5.68 0.0486
O 7.16 2.41 -5.15 -0.5787
N 6.48 4.45 -5.84 0.1692
C 6.79 5.71 -6.48 -0.9207
C 5.14 4.21 -5.34 -0.8653
H 8.40 3.74 -6.07 0.2450
H 6.63 6.55 -5.79 0.3285
H 6.17 5.86 -7.36 0.3264
H 7.84 5.72 -6.78 0.2927
H 5.15 4.02 -4.27 0.2704
H 4.70 3.34 -5.83 0.2487
H 4.52 5.08 -5.55 0.3918
C -7.57 1.88 0.81 0.1769
O -6.53 1.44 1.26 -0.6882
N -7.65 2.67 -0.27 0.1735
C -8.91 3.18 -0.77 -0.9504
C -6.41 3.03 -0.94 -0.9546
H -8.55 1.65 1.27 0.2235
H -9.09 2.85 -1.79 0.3409
H -8.93 4.27 -0.75 0.3520
H -9.72 2.81 -0.14 0.2984
H -5.90 2.14 -1.30 0.2914
H -5.74 3.56 -0.26 0.2864
H -6.65 3.67 -1.79 0.3786
C 2.54 3.71 -0.86 0.1049
O 3.66 3.24 -0.72 -0.6672
N 1.75 4.10 0.14 0.2188
C 0.43 4.66 -0.08 -0.8917
C 2.25 3.95 1.50 -0.8117
H 2.09 3.86 -1.86 0.2499
H 0.37 5.67 0.32 0.3488
H -0.33 4.05 0.40 0.2489
H 0.23 4.69 -1.15 0.3196
H 3.19 4.50 1.60 0.2973
H 2.44 2.90 1.72 0.1285
H 1.53 4.34 2.21 0.3976

---

(2)
95
Properties=species:S:1:pos:R:3:mulliken_charge:R:1 method="wB97M-V/def2-TZVPD" charge=-2 molar_mass_g_mol=829.2 gap_ha="0.2124 / 0.2216" lumo_ev="4.415 / 4.416" multiplicity=3
Ti -0.70 0.21 -0.49 -0.7728
N 0.61 1.32 -1.85 0.6007
C 0.56 2.57 -2.63 -0.4607
C -0.01 2.26 -4.01 -0.8457
N -1.25 1.56 -3.80 0.2407
C -1.68 0.63 -4.81 -0.8506
C -0.86 -0.68 -4.72 -0.7666
N -0.54 -0.94 -3.33 0.0581
H 0.65 0.54 -2.51 -0.0112
H 1.48 1.30 -1.31 -0.7725
H -0.07 3.33 -2.15 -0.1465
H 1.57 3.00 -2.74 0.2574
H -0.12 3.19 -4.59 0.4814
H 0.68 1.60 -4.54 0.3444
H -1.98 2.21 -3.52 0.1639
H -2.72 0.39 -4.62 0.3340
H -1.59 1.03 -5.85 0.3562
H -1.45 -1.49 -5.21 0.3406
H 0.08 -0.59 -5.29 0.4053
H -1.31 -0.65 -2.73 -0.1594
H -0.35 -1.92 -3.14 0.2743
C -3.17 -2.83 -1.60 -0.6022
O -1.92 -3.46 -1.40 -0.4873
C -1.54 -3.58 -0.06 0.1587
C -1.30 -4.86 0.41 -0.4186
C -0.95 -5.08 1.74 -0.6220
C -0.87 -4.00 2.61 -0.7072
C -1.10 -2.72 2.15 -0.5190
C -1.41 -2.46 0.80 0.3990
N -1.70 -1.23 0.33 0.8768
N -1.66 -0.14 1.20 0.0041
C -2.75 0.68 0.92 0.5115
C -3.14 0.87 -0.44 0.3715
O -2.36 0.43 -1.41 -0.3723
C -4.32 1.59 -0.71 -0.7247
C -5.04 2.19 0.29 -1.0772
C -4.60 2.13 1.62 0.9683
C -5.25 2.83 2.66 -0.9882
C -4.80 2.78 3.95 -0.5080
C -3.67 2.01 4.27 -0.7431
C -3.00 1.33 3.29 -0.6384
C -3.44 1.36 1.95 0.4838
H -3.96 -3.34 -1.03 0.3438
H -3.39 -2.90 -2.66 0.2476
H -3.13 -1.78 -1.29 0.1199
H -1.39 -5.68 -0.29 0.4186
H -0.75 -6.09 2.09 0.3273
H -0.63 -4.16 3.65 0.3614
H -1.04 -1.87 2.81 0.3773
H -4.61 1.70 -1.75 0.4715
H -5.93 2.75 0.05 0.3200
H -6.11 3.44 2.40 0.3625
H -5.31 3.34 4.73 0.3581
H -3.31 1.99 5.29 0.3915
H -2.10 0.76 3.51 0.3912
Cl -0.65 2.62 0.46 0.1998
C -1.62 3.83 -0.31 -1.2666
Cl -1.37 5.52 -2.37 -0.6919
H -1.92 4.60 0.39 0.3846
H -2.43 3.39 -0.88 0.5366
C 0.66 -1.25 -0.75 -0.3154
Ge 2.06 -0.83 0.45 2.5850
C 3.36 -2.24 1.16 0.0003
C 2.91 -3.31 1.93 0.0891
C 3.79 -4.21 2.50 -0.7193
C 5.15 -4.07 2.29 -0.4313
C 5.62 -3.05 1.49 -0.8899
C 4.73 -2.14 0.94 -0.3636
C 1.99 0.34 2.12 -0.1493
C 1.86 1.73 2.03 -0.1068
C 1.60 2.50 3.15 -0.7056
C 1.45 1.89 4.39 -0.5930
C 1.59 0.52 4.50 -0.7106
C 1.85 -0.24 3.37 -0.3099
C 3.36 0.15 -0.78 -1.1095
C 4.21 1.19 -0.43 0.4019
C 4.97 1.85 -1.38 -0.8458
C 4.91 1.47 -2.71 -0.4255
C 4.09 0.42 -3.08 -0.5993
C 3.34 -0.23 -2.12 -0.5385
H 1.84 -3.43 2.08 0.2868
H 3.42 -5.01 3.13 0.4109
H 5.84 -4.77 2.74 0.3334
H 6.68 -2.94 1.30 0.3805
H 5.10 -1.34 0.32 0.2377
H 1.99 2.21 1.07 0.5900
H 1.51 3.57 3.06 0.4251
H 1.23 2.49 5.26 0.3424
H 1.50 0.04 5.47 0.3929
H 1.95 -1.32 3.46 0.2809
H 4.27 1.49 0.61 0.4287
H 5.61 2.68 -1.08 0.3791
H 5.50 2.00 -3.45 0.3351
H 4.05 0.11 -4.12 0.3886
H 2.67 -1.04 -2.40 0.4359

---

(3)
66
Properties=species:S:1:pos:R:3:nbo_charge:R:1 method="wB97M-V/def2-TZVPD" charge=0 molar_mass_g_mol=639.5 gap_ha="0.2633 / 0.2632" lumo_ev="0.236 / 0.229" multiplicity=4
Co 0.16 -0.10 0.00 1.4970
O -1.64 -1.09 -0.78 -0.8031
C -2.89 -0.43 -0.53 -0.0597
C -2.66 1.03 -0.85 -0.4327
C -2.17 1.18 -2.30 -0.4482
C -0.88 1.93 -2.40 0.2462
C -0.74 3.01 -3.27 -0.2529
C 0.49 3.63 -3.40 -0.1509
C 1.55 3.15 -2.65 -0.2522
C 1.34 2.07 -1.82 0.0614
N 0.15 1.47 -1.70 -0.5147
H -1.50 -1.79 -0.13 0.5208
H -3.18 -0.53 0.52 0.1873
H -3.68 -0.87 -1.15 0.1683
H -1.89 1.38 -0.15 0.2502
H -3.56 1.62 -0.68 0.2216
H -2.93 1.65 -2.92 0.2156
H -1.97 0.19 -2.70 0.2277
H -1.60 3.34 -3.84 0.2169
H 0.61 4.47 -4.08 0.2193
H 2.53 3.60 -2.72 0.2266
H 2.15 1.67 -1.22 0.2226
C -3.03 -0.67 3.31 -0.7130
C -1.71 -1.09 2.71 0.7136
O -1.25 -0.52 1.73 -0.6889
N -1.13 -2.13 3.36 -0.5926
C 0.17 -2.68 3.01 -0.2742
C 0.09 -3.73 1.91 0.2279
C 0.55 -5.01 2.16 -0.2466
C 0.48 -5.97 1.16 -0.1508
C -0.06 -5.62 -0.06 -0.2574
C -0.50 -4.32 -0.23 0.0527
N -0.42 -3.39 0.72 -0.4794
H -3.25 0.35 3.00 0.2524
H -3.02 -0.73 4.39 0.2248
H -3.83 -1.32 2.93 0.2356
H -1.56 -2.46 4.21 0.4028
H 0.60 -3.15 3.89 0.2114
H 0.80 -1.86 2.68 0.2663
H 0.97 -5.26 3.12 0.2184
H 0.82 -6.98 1.34 0.2220
H -0.15 -6.33 -0.87 0.2264
H -0.94 -4.00 -1.17 0.2003
S 2.51 -0.53 0.93 -0.3473
C 2.67 -1.07 -0.68 0.0676
C 3.87 -1.53 -1.27 -0.2863
C 3.88 -1.84 -2.60 -0.1477
C 2.70 -1.73 -3.35 -0.3065
C 1.56 -1.31 -2.70 0.0512
N 1.53 -0.99 -1.41 -0.6214
H 4.75 -1.58 -0.65 0.2298
H 4.79 -2.17 -3.08 0.2146
H 2.68 -1.96 -4.40 0.2175
H 0.62 -1.21 -3.24 0.1973
F 0.99 7.00 2.09 -0.3027
C 0.79 5.70 1.79 0.2152
C 1.86 4.82 1.76 0.2586
F 3.09 5.27 2.04 -0.3012
C 1.66 3.48 1.46 0.2736
F 2.73 2.68 1.43 -0.3138
C 0.38 2.92 1.20 0.2596
O 0.16 1.68 1.02 -0.8454
C -0.66 3.89 1.20 0.2280
F -1.91 3.47 0.92 -0.3250
C -0.47 5.22 1.49 0.2684
F -1.52 6.06 1.50 -0.3028